1.
Entry from the OMol25 dataset: 5 unconnected molecules or ions with the total composition C38H51N4O8S in a non-equilibrium geometry (ωB97M-V with the def2-TZVPD basis set).

Element x y z (Å)
C  4.885  3.508  -1.336
C  -4.882  4.685  2.871
H  -1.381  -9.669  2.794
C  0.661  -1.988  -0.104
H  -1.916  3.629  0.045
H  11.028  -0.445  4.679
H  8.254  -1.573  1.628
H  6.840  0.234  -0.710
H  6.369  4.447  -0.117
O  2.668  3.347  -2.880
C  9.550  -1.072  3.260
H  11.811  0.580  0.603
C  -4.689  -0.419  -1.229
C  -1.858  2.577  -0.182
H  0.451  -1.739  -2.649
H  -1.283  3.374  -2.052
H  2.417  -1.329  -1.070
C  6.290  1.147  -0.887
C  10.736  -0.457  3.638
H  -6.024  1.177  -1.621
H  8.918  -1.536  4.004
H  -3.985  2.440  -1.682
H  -3.745  -0.610  -0.740
C  -6.192  4.284  2.642
H  -4.097  -7.083  -0.421
H  -1.069  2.182  0.446
H  -5.473  -0.666  -3.193
C  9.174  -1.096  1.928
H  0.418  2.189  -2.681
O  -4.323  -5.169  1.065
C  -3.160  -7.119  1.510
C  -3.172  1.918  0.269
H  -4.950  2.918  -0.358
C  -3.069  -8.922  -0.046
C  4.462  2.310  -1.881
C  6.026  3.519  -0.553
H  -3.455  2.408  1.191
C  -6.753  6.500  1.904
H  -5.761  -3.113  -1.854
C  -2.309  -9.649  0.860
H  -4.156  3.978  3.249
H  -0.129  -1.297  1.796
H  7.616  2.354  0.289
H  -3.983  -2.213  -4.078
C  -7.126  5.191  2.162
C  5.149  1.128  -1.670
H  -1.206  -0.200  -1.935
C  10.000  -0.502  0.992
C  0.828  -0.764  -2.327
C  -3.822  -1.978  -3.039
H  1.486  -0.053  -0.374
H  -3.835  -3.569  -1.017
O  -5.891  9.023  1.429
H  -1.979  -10.647  0.607
H  4.338  4.421  -1.516
O  -3.870  8.553  2.014
C  -1.416  2.383  -1.648
O  2.873  1.223  -3.150
O  -3.306  -5.335  2.949
H  -3.484  6.309  2.786
N  9.617  -0.537  -0.426
H  1.582  -0.511  -3.047
H  4.806  0.203  -2.109
S  -4.504  -3.436  -2.187
O  8.558  -1.071  -0.717
H  -3.329  -9.351  -1.003
N  -3.625  -5.776  1.871
C  -4.501  5.991  2.613
C  11.182  0.120  1.350
N  3.244  2.294  -2.699
H  -2.140  -7.397  3.378
C  -4.334  2.105  -0.720
C  -0.094  1.620  -1.925
H  -7.474  7.211  1.531
H  -1.347  -1.969  0.747
C  -1.973  -9.101  2.090
H  12.470  0.620  2.981
H  -0.632  -0.371  0.436
C  -0.442  -1.380  0.770
C  1.405  -0.967  -0.946
C  11.548  0.140  2.685
H  0.292  -2.813  -0.704
C  -5.303  0.926  -0.857
C  -3.501  -7.648  0.278
H  -3.079  0.873  0.515
H  -3.894  0.125  -3.153
C  6.726  2.341  -0.327
H  1.383  -2.423  0.567
C  -4.504  -0.649  -2.715
C  -2.398  -7.827  2.422
H  -2.178  1.903  -2.246
C  -0.343  0.215  -2.441
H  -2.755  -1.981  -2.864
N  -5.037  8.262  1.835
H  -5.372  -1.176  -0.860
H  -8.146  4.880  1.988
O  10.371  -0.032  -1.229
H  0.535  1.630  -1.046
H  -0.575  0.311  -3.496
H  -5.808  0.784  0.086
C  -5.443  6.878  2.129
H  -6.485  3.261  2.839

Atoms 1-6, force components in eV/Å:
-0.027 0.223 0.031
-0.090 -0.067 -0.045
0.012 0.004 0.026
0.019 0.177 0.656
-0.067 0.444 -0.013
0.002 0.005 0.017

Output
Lowest unoccupied orbital energy in eV: -3.34
Max |F| in Eh/bohr: 0.0300
Kohn-Sham gap in eV: 8.07
Charge: +1

Here are the Mulliken charges for atoms 1 to 5, given in e:
1. C -0.435
2. C -0.403
3. H 0.383
4. C -0.811
5. H 0.485


2.
Entry from the OMol25 dataset: a molecular structure, C38H52N3OP2Pt in a non-equilibrium geometry (ωB97M-V with the def2-TZVPD basis set).

Element x y z (Å)
H  -5.257  -2.351  0.086
C  1.129  2.774  -5.983
H  4.248  1.714  -0.165
H  0.154  4.622  -2.679
H  -3.709  1.727  2.061
N  -0.369  -0.892  1.916
C  -4.699  -1.511  -0.368
P  -2.328  0.152  -0.213
C  4.938  -0.610  -1.359
H  -2.475  2.555  -2.053
H  -1.661  -2.516  0.966
C  -1.606  -1.153  6.681
H  4.988  -2.491  2.346
H  -2.074  2.345  1.694
C  -0.660  -3.627  -3.058
C  2.829  -0.345  -2.625
H  4.940  0.399  1.344
C  -2.637  -2.589  0.471
C  0.588  4.829  -4.797
C  -3.847  -0.925  1.932
C  -1.538  -2.509  -3.049
H  2.653  -3.259  -0.734
H  3.236  0.333  -3.400
C  -3.124  2.338  1.358
C  4.422  -2.336  1.408
C  -1.551  -1.386  5.297
Pt  0.090  0.090  0.224
C  -0.521  -0.934  3.073
C  0.459  1.960  -2.412
H  -0.854  -4.469  -3.733
N  0.346  1.299  -1.446
H  -2.475  -2.953  -0.555
C  -0.545  -0.788  4.523
C  0.617  2.709  -3.605
H  -5.378  -0.648  -0.411
H  5.443  -0.164  -2.237
H  3.988  1.992  -1.906
N  -0.211  -1.500  -1.293
C  2.478  -1.603  2.763
H  -5.342  1.245  0.148
H  3.426  0.954  2.125
H  -3.238  -3.346  1.009
C  4.138  0.114  2.044
C  0.938  4.166  -5.984
H  4.602  -0.035  3.037
C  0.425  4.114  -3.608
C  0.435  -3.652  -2.223
H  3.892  -3.275  1.180
P  2.363  -0.874  0.058
H  -2.411  -2.459  -3.705
H  -2.980  -0.669  2.561
H  -1.405  2.905  -0.655
C  3.510  -0.040  -1.269
H  4.928  -1.704  -1.503
C  0.365  0.239  6.546
H  1.065  4.734  -6.911
C  0.401  0.044  5.162
H  3.089  -1.931  3.626
H  1.849  -0.764  3.095
H  5.549  -0.372  -0.474
H  -5.086  2.848  -0.576
H  1.738  -0.224  -2.592
H  -2.401  -1.584  7.274
H  3.028  -1.385  -2.931
C  0.972  2.040  -4.805
C  -2.230  -0.306  -2.021
C  3.583  1.480  -1.011
C  1.914  -2.460  -0.607
C  -0.642  -0.353  7.304
H  -4.443  -1.815  -1.397
H  -3.205  -0.535  -2.480
H  1.127  -4.499  -2.227
H  1.124  0.957  -4.791
H  -2.920  3.825  -0.884
H  -2.318  -1.988  4.828
H  1.111  0.862  7.025
C  3.419  -1.182  1.622
H  -0.680  -0.179  8.373
C  -2.452  2.828  -0.984
H  0.441  5.914  -4.797
H  -4.823  1.384  -1.561
H  1.404  2.257  -6.907
C  0.443  1.608  1.356
C  -3.435  -1.262  0.485
C  -3.233  1.834  -0.098
H  -4.573  -0.096  1.969
H  1.828  -2.441  2.463
C  -4.704  1.810  -0.550
H  2.595  1.906  -0.783
H  -3.510  3.373  1.407
C  0.731  -2.542  -1.350
H  5.149  -2.140  0.608
H  -1.816  0.577  -2.538
C  -1.282  -1.483  -2.145
H  -4.334  -1.812  2.378
O  0.676  2.561  2.007
H  1.179  0.552  4.612

Atoms 1-6, force components in eV/Å:
0.209 0.302 -0.172
-0.050 0.134 0.169
-0.238 -0.070 -0.338
0.099 -0.160 -0.354
0.239 0.269 -0.261
-1.060 -2.112 4.487

Output
Expectation value of S²: 2.01
Lowest unoccupied orbital energy (spin up / spin down) in eV: -2.68 / -2.64
Max |F| in Eh/bohr: 0.1205
Multiplicity: 3
Kohn-Sham gap (spin up / spin down) in eV: 5.52 / 6.11
Charge: +1
ΔE to the lowest compared entry with this formula, charge and spin in kJ/mol: 0.00

Here are the Mulliken charges for atoms 1 to 5, given in e:
1. H 0.520
2. C -0.771
3. H 0.319
4. H 0.451
5. H 0.286


3.
Entry from the OMol25 dataset: a molecular structure, C38H53CsN5O4P3S4 in a non-equilibrium geometry (ωB97M-V with the def2-TZVPD basis set).

Element x y z (Å)
H  -5.170  -0.208  -2.584
H  -3.741  3.733  0.833
H  -1.627  -1.346  -1.570
H  3.882  1.901  0.425
H  -5.470  -0.441  -0.217
H  1.284  1.832  -3.784
H  -5.244  0.409  2.540
H  -5.291  3.402  0.021
H  -2.163  -2.013  6.464
H  1.910  1.568  -5.427
C  -4.797  0.626  -1.979
H  5.465  1.822  -3.986
H  3.380  2.639  -2.991
H  -3.340  -1.811  -1.752
H  -2.892  1.163  -4.310
C  1.554  -4.851  3.083
C  -2.549  0.041  5.972
H  0.280  -3.717  -0.773
H  -3.816  0.313  9.667
C  4.085  0.127  -4.183
S  2.620  6.694  0.708
H  -6.147  1.798  1.875
N  1.866  -2.254  -3.233
H  5.636  -0.190  0.155
C  2.753  -3.843  -4.768
C  -5.154  1.409  2.113
H  3.905  -1.866  -0.128
N  2.630  0.194  -3.991
C  4.537  1.567  -4.501
H  3.963  -2.502  -3.559
H  5.117  0.671  -1.309
P  -2.941  0.611  -1.933
H  0.010  -2.802  5.284
H  3.584  0.412  1.318
H  2.194  1.455  -1.145
H  -3.368  3.363  6.046
N  -0.825  -1.358  3.202
C  4.011  -1.149  -0.953
C  2.420  0.597  -0.501
C  2.161  1.547  -4.359
C  0.636  -2.757  -0.381
H  -6.313  1.093  -0.454
H  0.798  -1.802  -5.025
H  0.815  -4.096  -5.776
C  -3.049  2.411  5.632
H  -4.687  2.043  2.864
C  -3.500  1.337  7.815
P  1.868  -0.639  -2.751
H  3.106  -3.268  -5.628
C  0.821  -2.557  -4.227
H  -3.750  3.239  -0.866
C  1.137  -4.349  4.302
O  0.483  -0.154  -2.599
C  -2.979  -0.974  8.141
H  1.549  0.433  0.129
O  -2.071  1.040  2.484
H  -3.133  -0.591  -4.089
C  3.692  0.836  0.317
C  1.518  4.998  -1.020
C  -2.651  -1.089  -1.303
P  -4.077  1.336  0.615
C  -2.061  -0.039  4.609
H  -5.094  1.552  -2.479
C  1.167  -4.212  1.910
H  -1.525  0.150  -3.823
H  0.885  -4.710  -4.114
H  -0.161  -2.564  -3.755
C  -3.051  1.259  6.486
C  -2.238  1.079  3.723
H  0.419  -1.971  -1.096
C  2.329  7.547  -0.794
C  -2.602  0.292  -3.719
H  3.304  3.395  -4.581
S  2.113  3.841  1.436
H  3.184  -3.794  -2.642
Cs  -0.638  1.683  0.521
C  3.355  2.438  -4.064
N  2.694  -0.627  -1.319
H  4.710  1.674  -5.575
H  1.720  -2.802  -0.252
C  4.772  0.077  -0.458
H  3.232  -4.823  -4.790
C  1.228  -3.917  -4.783
H  1.447  -4.825  5.225
C  -2.533  -1.073  6.846
H  4.339  -0.555  -5.004
H  2.186  -5.729  3.031
H  -2.951  -1.845  8.787
C  -3.468  0.242  8.643
H  -3.872  2.289  8.180
H  -2.742  -1.111  -0.216
H  -2.651  3.203  3.707
C  -2.661  2.327  4.347
S  1.598  6.490  -1.987
C  2.006  5.085  0.242
H  4.500  -1.670  -1.773
O  2.594  8.724  -0.989
H  1.493  -4.618  0.964
S  0.830  3.611  -1.790
C  0.369  -3.073  1.945
C  3.049  -3.089  -3.470
N  -1.430  -1.207  4.304
C  -5.342  0.596  -0.541
C  0.331  -3.221  4.341
H  4.581  -0.240  -3.284
O  -0.019  -2.412  0.823
C  -0.081  -2.561  3.181
C  -4.243  3.101  0.097

Atoms 1-6, force components in eV/Å:
-0.028 -0.002 0.007
-0.003 0.040 -0.037
0.052 -0.072 -0.006
-0.047 0.009 0.061
-0.018 0.004 0.010
-0.002 -0.017 0.003

Output
Lowest unoccupied orbital energy in eV: 3.40
Max |F| in Eh/bohr: 0.0318
Kohn-Sham gap in eV: 3.80
Charge: -2
ΔE to the lowest compared entry with this formula, charge and spin in kJ/mol: 203.20

Here are the Mulliken charges for atoms 1 to 5, given in e:
1. H 0.475
2. H 0.370
3. H -0.605
4. H 0.350
5. H 0.341


4.
Entry from the OMol25 dataset: a molecular structure, C38H53EuN4OP2 in a non-equilibrium geometry (ωB97M-V with the def2-TZVPD basis set).

Element x y z (Å)
N  -1.848  0.445  -1.622
H  3.556  1.616  -1.951
H  -1.521  2.760  7.138
C  -0.677  4.140  -2.501
H  -1.684  -5.474  -2.323
H  -3.157  -2.356  -0.617
H  -0.997  3.215  -3.005
H  -2.116  -2.716  2.516
H  0.515  2.713  5.747
H  -0.167  1.453  -4.643
O  2.641  0.146  2.050
C  -2.812  1.873  5.631
H  -4.810  0.696  3.790
H  -3.625  -3.797  -1.548
C  -1.676  -3.720  2.392
H  3.767  -1.594  -4.326
C  -2.263  0.710  -2.723
C  2.686  -2.188  -2.581
C  -2.842  1.436  4.311
C  -2.288  1.058  -4.110
C  1.737  -1.797  -1.631
H  2.584  3.069  1.358
H  1.232  -3.852  -1.325
H  -1.446  4.912  -2.690
C  -1.131  -5.110  -1.444
H  0.961  5.513  -0.734
H  -2.974  1.296  -7.946
H  0.446  -5.553  2.460
H  3.898  4.234  -2.168
C  2.501  -0.030  -3.583
C  -1.582  2.357  6.122
H  2.025  -3.092  0.057
H  -4.355  0.661  -3.887
H  -1.229  -1.785  -2.404
C  2.584  3.225  -0.791
H  -1.984  -3.145  -3.277
C  -1.492  -3.631  -1.234
P  0.823  2.497  -0.797
N  -3.848  0.852  3.517
C  -3.309  0.511  2.322
C  -1.191  1.339  -4.997
C  1.253  -2.935  -0.717
H  0.443  1.670  3.400
H  -2.551  4.398  -0.399
H  1.116  2.348  -3.244
C  -0.515  3.918  -0.998
C  1.753  0.314  1.335
C  -3.835  1.010  -5.983
P  -0.415  -2.745  0.080
H  -3.173  -3.956  0.159
C  2.806  4.202  -1.963
H  2.727  0.689  -4.353
H  0.278  4.870  0.780
H  2.482  5.239  -1.751
H  -3.717  1.830  6.239
C  1.405  1.794  -2.335
C  -1.452  1.418  -6.386
H  -0.228  -3.164  -2.957
C  -3.579  0.907  -4.607
C  -2.941  -3.426  -0.776
H  3.029  -3.216  -2.550
H  0.525  -1.934  2.793
C  -0.442  1.800  4.031
H  2.187  4.714  0.764
H  -1.739  3.278  0.724
C  -0.423  2.325  5.332
H  4.562  2.307  -0.679
H  -3.869  0.053  1.515
H  -1.410  -5.758  -0.604
H  0.261  4.486  -2.967
H  -0.489  -5.782  0.980
Eu  -0.537  0.182  0.415
C  3.070  -1.287  -3.561
H  3.207  1.213  -0.241
H  -0.062  -5.257  -1.666
C  0.051  5.136  -0.256
C  0.232  -5.118  1.471
H  -2.354  2.688  -0.844
H  -1.579  -4.168  3.396
H  -0.637  1.596  -7.094
H  1.744  -2.962  1.986
H  -0.671  5.962  -0.230
H  3.870  4.115  0.671
H  -4.854  0.892  -6.331
N  1.308  -0.526  -1.497
C  3.536  2.011  -0.917
H  0.946  -3.533  3.461
C  2.808  3.826  0.583
C  -0.294  -3.696  1.695
C  0.786  -2.971  2.527
H  -2.395  -4.343  1.838
H  2.335  3.880  -2.915
C  -1.861  3.533  -0.345
C  -2.764  1.244  -6.864
C  -1.210  -2.874  -2.545
H  1.171  -5.108  0.900
C  1.660  0.383  -2.495
N  -2.006  0.833  2.295
C  -1.688  1.401  3.531

Atoms 1-6, force components in eV/Å:
-3.150 1.161 -5.481
0.180 0.283 0.896
-0.088 -0.229 -0.409
-0.336 0.549 -0.119
0.112 0.071 0.146
0.067 -0.265 -0.107

Output
Expectation value of S²: 15.76
Lowest unoccupied orbital energy (spin up / spin down) in eV: -2.70 / -2.63
Max |F| in Eh/bohr: 0.1279
Multiplicity: 8
Kohn-Sham gap (spin up / spin down) in eV: 5.13 / 5.21
Charge: +1

Here are the Mulliken charges for atoms 1 to 5, given in e:
1. N -0.315
2. H 0.326
3. H 0.387
4. C -1.783
5. H 0.487


What is the charge in the first record? +1


Which formula does entry 4 have? C38H53EuN4OP2


Look up the max |F| of the third one. 0.0318 Eh/bohr